No. 1
A cluster of 2 separate species, C10H19IN4O2 in total. Source: OMol25; level of theory: ωB97M-V with the def2-TZVPD basis set.

The geometry in XYZ format:
```
36
C10H19IN4O2, DFT ωB97M-V with the def2-TZVPD basis set
I 3.67169 0.53278 -0.79003
O 0.57752 -3.69675 1.50494
O 5.69798 4.74991 -1.18710
N 0.16666 -1.73355 -1.44736
N 1.91558 -1.67465 0.21441
N -3.96446 -0.39863 1.52079
N 0.10569 -3.13782 0.35463
C 0.60914 0.51780 -0.41935
C -4.17219 -0.30287 0.07090
C -0.46404 -0.41874 -1.06341
C -2.90865 0.16009 -0.63959
C 1.87044 -0.16634 0.20947
C 0.01827 1.39941 0.58262
C 5.40531 3.63892 -0.55602
C -1.70822 -0.67709 -0.20624
C 0.74912 -2.20550 -0.27336
C -0.46716 2.10455 1.41896
H -0.79819 0.03621 -1.99113
H -2.00609 -1.71761 -0.35851
H 1.96830 0.16178 1.23511
H 0.06365 -3.30720 2.23163
H -0.85106 2.68197 2.22390
H 2.67197 -1.98529 -0.39715
H -3.06228 -0.03857 -1.70129
H -2.72616 1.22271 -0.48284
H 0.96497 -1.48804 -2.03680
H -4.85683 -0.48757 1.99150
H -5.02402 0.32154 -0.20919
H -1.51142 -0.55636 0.85483
H -0.75568 -3.51273 -0.02834
H -4.39491 -1.30902 -0.29368
H 0.97382 1.17619 -1.20798
H 6.26868 3.02984 -0.16095
H 4.80954 2.88084 -1.16970
H 4.71774 3.73405 0.34438
H -3.55471 0.46572 1.86198
```

## Properties
**Charge**: 0
**E_LUMO**: -1.9 eV

Calculated atomic charges, method Löwdin, unit e: number 1, I, carries 1.008; number 2, O, carries 0.080; number 3, O, carries -0.332; number 4, N, carries 0.118; number 5, N, carries 0.031; number 6, N, carries -0.006; number 7, N, carries 0.095; number 8, C, carries -0.313; number 9, C, carries -0.290; number 10, C, carries -0.230; number 11, C, carries -0.191; number 12, C, carries -0.636; number 13, C, carries -0.118; number 14, C, carries -0.568; number 15, C, carries -0.186; number 16, C, carries -0.323; number 17, C, carries 0.158; number 18, H, carries 0.149; number 19, H, carries 0.106; number 20, H, carries 0.073; number 21, H, carries 0.143; number 22, H, carries 0.042; number 23, H, carries 0.087; number 24, H, carries 0.118; number 25, H, carries 0.115; number 26, H, carries 0.143; number 27, H, carries 0.068; number 28, H, carries 0.109; number 29, H, carries 0.102; number 30, H, carries 0.185; number 31, H, carries 0.107; number 32, H, carries 0.101; number 33, H, carries 0.038; number 34, H, carries -0.088; number 35, H, carries 0.041; number 36, H, carries 0.067


No. 2
A structure of composition C32H25FN4O4S2 at a distorted geometry. Source: OMol25; level of theory: ωB97M-V with the def2-TZVPD basis set.

The geometry in XYZ format:
```
68
C32H25FN4O4S2, DFT ωB97M-V with the def2-TZVPD basis set
S 0.08864 2.83296 2.48535
S 2.37681 1.48910 3.04286
F 0.13492 -1.56477 1.07011
O -0.41897 1.61409 3.10823
O 2.70915 2.02223 4.32916
O 1.78756 0.17553 2.97189
O -0.09256 4.09592 3.14760
N 1.68923 2.67456 2.10769
N 0.71652 -3.60676 1.88789
N -1.42612 -3.11615 1.81250
N 0.04249 -4.79164 2.11714
C -4.30806 -7.35447 2.10515
C 5.44212 2.03684 0.47469
C -1.71258 3.89253 -1.02920
C -5.12794 -1.25862 1.03934
C 5.95480 0.04177 1.79757
C -2.39121 2.44413 1.28557
C -3.53302 -5.15669 2.73648
C 4.02557 -5.12930 1.76716
C 4.78944 -4.09786 1.19774
C 2.13590 -3.63937 1.84665
C -2.85513 -1.15208 1.88454
C -3.36460 2.72639 0.32241
C 3.90997 1.24832 2.13788
C -4.85178 -2.48664 0.42210
C 6.29145 0.96909 0.78743
C 4.75683 0.19121 2.49936
C -2.64903 -2.46120 1.45608
C -1.23631 -4.49513 2.04652
C 4.22223 -2.83620 0.97127
C -1.06571 2.85728 1.05669
C -4.11860 -0.55533 1.71314
C 4.20922 2.13996 1.13071
C -0.71772 3.54130 -0.11095
C -0.15485 -2.62808 1.74318
C -3.02062 3.46310 -0.82171
C -3.07120 -7.63607 1.50714
C -2.30133 -5.44108 2.11392
C 2.90735 -2.58548 1.34335
C -2.06364 -6.68494 1.51005
C -3.56924 -3.04233 0.58000
C -4.52793 -6.12130 2.72681
C 2.68536 -4.88977 2.11443
H 2.43086 -1.62005 1.23941
H 7.25237 0.87323 0.27325
H -4.29535 0.45510 2.10366
H -5.09201 -8.11022 2.08164
H 3.44434 2.87046 0.87429
H 2.07607 -5.70040 2.51595
H 5.83459 -4.23539 0.91328
H 6.64478 -0.78628 2.04386
H -5.63729 -3.00202 -0.15221
H -3.67786 -4.18708 3.22016
H -2.00737 -0.59810 2.29500
H -3.32214 -3.91525 -0.02004
H 4.45359 -6.12506 1.89923
H -1.07764 -6.82060 1.07413
H -6.13589 -0.83362 1.02406
H -1.44206 4.52270 -1.87109
H 4.78625 -2.03678 0.51031
H -3.79838 3.76110 -1.51463
H 4.46753 -0.53029 3.26074
H -4.40571 2.41872 0.49667
H -2.65970 1.90898 2.19521
H -2.86328 -8.59673 1.03522
H -5.48511 -5.92023 3.19594
H 0.33396 3.79411 -0.25431
H 5.71528 2.79569 -0.26006
```

## Properties
**Charge**: 0
**E_LUMO**: -1.2 eV

Calculated atomic charges, method Löwdin, unit e: number 1, S, carries 0.567; number 2, S, carries 0.551; number 3, F, carries 0.245; number 4, O, carries -0.394; number 5, O, carries -0.298; number 6, O, carries -0.368; number 7, O, carries -0.307; number 8, N, carries -0.329; number 9, N, carries 0.072; number 10, N, carries 0.176; number 11, N, carries 0.213; number 12, C, carries -0.057; number 13, C, carries -0.074; number 14, C, carries -0.084; number 15, C, carries -0.065; number 16, C, carries -0.110; number 17, C, carries -0.081; number 18, C, carries -0.022; number 19, C, carries -0.057; number 20, C, carries -0.060; number 21, C, carries -0.157; number 22, C, carries 0.021; number 23, C, carries -0.088; number 24, C, carries -0.271; number 25, C, carries -0.055; number 26, C, carries -0.097; number 27, C, carries -0.078; number 28, C, carries -0.196; number 29, C, carries -0.169; number 30, C, carries -0.055; number 31, C, carries -0.240; number 32, C, carries -0.048; number 33, C, carries -0.074; number 34, C, carries -0.066; number 35, C, carries -0.199; number 36, C, carries -0.096; number 37, C, carries -0.061; number 38, C, carries -0.181; number 39, C, carries 0.009; number 40, C, carries -0.015; number 41, C, carries -0.026; number 42, C, carries -0.059; number 43, C, carries -0.019; number 44, H, carries 0.101; number 45, H, carries 0.097; number 46, H, carries 0.104; number 47, H, carries 0.110; number 48, H, carries 0.090; number 49, H, carries 0.108; number 50, H, carries 0.110; number 51, H, carries 0.108; number 52, H, carries 0.117; number 53, H, carries 0.130; number 54, H, carries 0.122; number 55, H, carries 0.127; number 56, H, carries 0.108; number 57, H, carries 0.118; number 58, H, carries 0.112; number 59, H, carries 0.101; number 60, H, carries 0.101; number 61, H, carries 0.095; number 62, H, carries 0.118; number 63, H, carries 0.099; number 64, H, carries 0.090; number 65, H, carries 0.112; number 66, H, carries 0.112; number 67, H, carries 0.111; number 68, H, carries 0.102


Which value of E_LUMO does entry 2 give?
-1.2 eV